1.
DFT (ωB97M-V with the def2-TZVPD basis set) results for a single C19H28N4O4S2 molecule.

Calculated values
* energy above the lowest of the compared OMol25 structures with the same formula, charge and spin: 0.006 eV
* frontier orbital gap: 9.70 eV
* SMILES: CCN(CC)S(=O)(=O)c1cccc(C(=O)N[C@H](C(=O)NC2=NCCS2)C(C)C)c1
* total energy: -55979.382 eV

Last column: Löwdin charge in e.
Element x y z (Å)
C -4.968 3.244 0.636  -0.070
C -4.491 2.195 -0.362  -0.247
N -5.325 1.011 -0.307  -0.260
C -6.030 0.596 -1.495  -0.271
C -7.195 1.527 -1.815  -0.071
S -4.836 -0.170 0.747  0.667
O -4.482 0.455 1.985  -0.268
O -5.838 -1.195 0.749  -0.283
C -3.343 -0.837 0.000  -0.245
C -3.459 -1.807 -0.979  -0.051
C -2.318 -2.271 -1.613  -0.051
C -1.075 -1.765 -1.265  -0.013
C -0.964 -0.796 -0.272  -0.111
C 0.353 -0.190 0.103  -0.439
O 0.477 0.995 0.341  0.084
N 1.367 -1.078 0.185  0.124
C 2.738 -0.674 0.381  -0.219
C 3.555 -1.211 -0.774  -0.396
O 3.196 -2.144 -1.458  0.093
N 4.768 -0.615 -1.034  0.121
C 5.332 0.505 -0.496  -0.642
N 4.913 1.169 0.484  0.033
C 5.685 2.319 0.822  -0.247
C 6.939 2.435 -0.085  -0.422
S 6.835 1.075 -1.286  0.937
C 3.308 -1.193 1.725  -0.367
C 2.650 -0.443 2.877  -0.054
C 3.108 -2.700 1.867  -0.057
C -2.113 -0.326 0.357  0.002
H -4.322 4.117 0.596  0.075
H -5.988 3.544 0.412  0.071
H -4.939 2.820 1.635  0.063
H -3.456 1.919 -0.133  0.106
H -4.515 2.593 -1.380  0.123
H -5.346 0.536 -2.356  0.124
H -6.414 -0.402 -1.278  0.103
H -6.840 2.529 -2.045  0.067
H -7.744 1.147 -2.672  0.074
H -7.864 1.581 -0.961  0.082
H -4.436 -2.193 -1.219  0.113
H -2.395 -3.025 -2.381  0.110
H -0.194 -2.113 -1.786  0.118
H 1.234 -2.031 -0.117  0.131
H 2.767 0.420 0.389  0.135
H 5.271 -1.027 -1.814  0.143
H 5.972 2.240 1.874  0.114
H 5.044 3.199 0.715  0.116
H 6.965 3.374 -0.634  0.065
H 7.865 2.320 0.477  0.065
H 4.379 -0.969 1.727  0.124
H 3.031 -0.806 3.829  0.079
H 2.858 0.621 2.801  0.079
H 1.573 -0.585 2.858  0.081
H 2.054 -2.934 1.995  0.081
H 3.481 -3.230 0.993  0.076
H 3.642 -3.063 2.741  0.081
H -2.042 0.416 1.137  0.126

***

2.
DFT (ωB97M-V with the def2-TZVPD basis set) results for a 2-piece molecular cluster, CH4N2OS overall.

Calculated values
* energy above the lowest of the compared OMol25 structures with the same formula, charge and spin: 5.466 eV
* frontier orbital gap (alpha / beta): 7.91 / 7.80 eV
* total energy: -16959.723 eV

Last column: Löwdin charge in e.
Element x y z (Å)
C -1.079 1.240 -1.561  -0.102
N -1.343 1.114 -0.283  -0.603
N 1.439 -1.517 1.404  -0.124
O 1.659 -0.337 0.887  -0.279
S -0.730 0.512 0.982  0.781
H -0.131 0.863 -1.993  0.071
H -1.622 1.812 -2.292  0.050
H 0.764 -1.621 2.241  0.111
H 1.043 -2.065 0.615  0.094

***

3.
DFT (ωB97M-V with the def2-TZVPD basis set) results for C9H30FGaO7PS4 as an isolated structure.

Calculated values
* energy above the lowest of the compared OMol25 structures with the same formula, charge and spin: 0.436 eV
* charge: -1
* frontier orbital gap: 6.40 eV
* total energy: -131876.255 eV

Last column: Löwdin charge in e.
Element x y z (Å)
O -0.866 0.310 -0.293  -0.329
P -0.719 1.334 -1.320  0.254
O 0.457 2.319 -0.866  -0.200
O -0.272 0.668 -2.692  -0.152
C -2.187 2.285 -1.519  -0.362
Ga -3.869 1.131 -1.118  0.311
F -5.284 1.673 -2.193  -0.479
H 0.716 1.990 0.018  0.034
H -0.669 -0.225 -2.710  0.067
H -2.090 3.079 -0.786  0.009
H -2.234 2.766 -2.494  0.012
H -3.566 -0.415 -1.416  -0.093
H -4.248 1.363 0.395  -0.089
C 3.969 4.322 1.360  -0.271
S 3.238 3.163 0.194  0.841
O 2.666 2.050 1.007  -0.539
C 4.784 2.558 -0.473  -0.276
H 3.161 4.780 1.926  0.048
H 4.640 3.790 2.036  0.054
H 4.512 5.090 0.808  0.048
H 5.381 2.141 0.333  0.038
H 5.320 3.369 -0.969  0.056
H 4.555 1.778 -1.192  0.048
C 6.338 -2.435 0.983  -0.281
S 5.141 -1.315 0.240  0.826
O 5.881 -0.083 -0.147  -0.566
C 4.255 -0.923 1.748  -0.256
H 7.021 -2.760 0.201  0.043
H 6.891 -1.913 1.764  0.053
H 5.815 -3.298 1.395  0.049
H 4.948 -0.499 2.475  0.060
H 3.790 -1.828 2.139  0.056
H 3.486 -0.190 1.498  0.033
C -2.339 -4.460 -4.047  -0.274
S -0.703 -4.213 -3.343  0.787
O -0.770 -2.979 -2.535  -0.529
C 0.102 -3.783 -4.896  -0.279
H -3.018 -4.694 -3.230  0.050
H -2.664 -3.545 -4.541  0.061
H -2.310 -5.291 -4.753  0.046
H -0.394 -2.917 -5.334  0.058
H 0.060 -4.635 -5.576  0.046
H 1.139 -3.540 -4.676  0.046
C -4.783 -0.019 4.656  -0.280
S -6.066 -0.211 3.406  0.783
O -5.641 0.576 2.233  -0.561
C -7.311 0.758 4.283  -0.286
H -3.889 -0.516 4.286  0.050
H -4.578 1.041 4.806  0.055
H -5.107 -0.484 5.589  0.043
H -6.929 1.763 4.462  0.053
H -7.562 0.268 5.225  0.042
H -8.194 0.808 3.650  0.043